{
  "formula": "C4H11N2O2",
  "method": "ωB97M-V/def2-TZVPD",
  "homo_energy_ev": [-10.2148, -13.1556],
  "gap_ev": [4.5988, 7.2106],
  "charge": 1,
  "spin_multiplicity": 3,
  "symbols": ["C", "C", "C", "C", "N", "N", "O", "O", "H", "H", "H", "H", "H", "H", "H", "H", "H", "H", "H"],
  "xyz": [[1.69782, 0.71678, 1.30988], [1.10941, -1.19762, 0.03816], [1.57557, 0.82914, -1.26168], [1.34274, 0.22156, 0.00885], [-3.40074, -0.64927, -0.17752], [-2.15018, -0.54809, -0.38891], [-4.19328, 0.26298, 0.48940], [-1.42760, 0.31907, 0.11926], [2.33910, 1.64683, 1.13561], [0.78298, 0.98733, 1.75971], [2.07701, -0.25811, 1.71446], [0.23147, -1.52452, -0.62435], [0.93450, -1.51129, 1.00746], [1.99441, -1.65713, -0.44643], [2.09381, 0.02144, -1.83198], [0.56638, 0.78975, -1.73904], [2.02097, 1.82589, -1.20980], [-4.05485, -1.25927, -0.75162], [-3.53955, 0.98452, 0.84854]],
  "forces_ev_per_a": [[1.9, 0.9, -1.6], [-1.9, -1.1, -3.4], [-0.8, -0.2, -0.6], [0.9, -1.0, -0.1], [-5.2, -3.1, -0.1], [2.1, -0.2, -1.7], [2.1, 2.9, 1.2], [1.0, 1.2, 0.8], [-0.5, -1.4, 1.1], [-1.2, 0.3, 1.2], [0.4, 1.8, 0.9], [1.3, 0.5, 0.8], [-0.2, -1.1, 1.7], [-0.2, 0.0, 0.6], [0.1, 1.1, 0.0], [0.4, 0.5, 0.0], [-0.1, -0.3, -0.4], [1.9, 1.1, 0.7], [-1.8, -1.8, -0.9]]
}

=====

{
  "formula": "CH14O5S",
  "method": "ωB97M-V/def2-TZVPD",
  "homo_energy_ev": -9.0029,
  "smiles": "CS.O.O.O.O.O",
  "gap_ev": 9.3540,
  "charge": 0,
  "symbols": ["C", "S", "H", "H", "H", "H", "H", "H", "O", "H", "H", "O", "H", "H", "O", "H", "H", "O", "H", "H", "O"],
  "xyz": [[2.49623, -0.02167, 0.96474], [2.26248, 0.16093, -0.82901], [3.56195, -0.10532, 1.14053], [2.03113, -0.90824, 1.38292], [2.06033, 0.82870, 1.45976], [1.48028, -0.94238, -1.17607], [-1.58738, -0.94240, 2.45422], [-0.81412, -0.65532, 1.14108], [-1.13741, -1.36065, 1.71630], [0.99151, 3.06138, -0.27428], [1.00602, 2.05836, -1.31401], [0.43687, 2.78815, -1.02060], [-0.48451, -2.18427, -0.27987], [-0.23948, -1.86980, -1.70383], [0.25591, -2.10682, -0.90090], [-2.26648, -0.61810, -0.77177], [-3.47611, -0.82902, -1.73892], [-2.60749, -1.15650, -1.49702], [-0.70895, 1.77080, -0.05358], [-1.91174, 1.83560, 0.87474], [-1.34905, 1.19656, 0.42556]],
  "forces_ev_per_a": [[-0.1, -0.5, -0.3], [0.1, -0.4, -0.7], [0.1, 0.2, 0.2], [-0.2, -0.2, -0.3], [0.0, 0.4, 0.2], [0.7, 1.0, 0.9], [0.0, 0.2, -0.1], [-0.2, 0.4, 0.4], [0.2, -0.5, -0.2], [-0.3, 0.5, 0.0], [-0.2, -0.4, -0.4], [0.5, 0.1, 0.6], [0.3, -0.2, 0.4], [0.2, -0.2, 0.0], [-1.2, -0.3, -0.5], [-0.4, 0.3, 0.0], [0.0, 0.2, 0.2], [0.4, -0.3, -0.1], [-0.1, -0.3, -0.2], [-0.1, -0.2, 0.1], [0.2, 0.3, -0.1]]
}

=====

{
  "formula": "C52H49AsMnN2OP2S6Si",
  "method": "ωB97M-V/def2-TZVPD",
  "homo_energy_ev": [-0.5901, -1.1252],
  "gap_ev": [4.1525, 4.6864],
  "charge": -2,
  "spin_multiplicity": 6,
  "symbols": ["Mn", "C", "Si", "C", "C", "C", "C", "C", "C", "N", "C", "S", "H", "H", "H", "H", "H", "H", "H", "H", "H", "H", "H", "H", "S", "As", "S", "S", "S", "C", "C", "C", "C", "C", "C", "C", "C", "P", "C", "C", "C", "C", "C", "C", "C", "C", "C", "C", "C", "C", "C", "O", "C", "C", "C", "C", "C", "C", "P", "C", "C", "C", "C", "C", "C", "C", "C", "C", "C", "C", "C", "H", "H", "H", "H", "H", "H", "H", "H", "H", "H", "H", "H", "H", "H", "H", "H", "H", "H", "H", "H", "H", "H", "H", "H", "H", "H", "H", "H", "H", "H", "H", "H", "S", "C", "N", "C", "C", "C", "C", "H", "H", "H", "H", "H"],
  "xyz": [[0.63121, 0.33561, -0.89297], [3.87521, 1.25931, 5.60513], [2.89301, 2.23601, 4.27133], [4.16481, 3.32591, 3.36703], [1.70201, 3.34471, 5.28773], [1.84331, 1.00111, 3.30503], [1.34041, -0.13899, 3.88533], [0.48811, -0.97139, 3.15993], [0.26521, -0.68089, 1.83563], [0.76671, 0.38891, 1.20943], [1.45801, 1.28831, 1.96733], [1.80231, 2.80751, 1.33483], [4.48831, 1.93741, 6.19133], [4.53341, 0.51811, 5.16453], [3.21321, 0.74781, 6.29653], [4.99331, 3.60881, 4.01253], [3.69351, 4.22931, 2.99663], [4.57021, 2.81331, 2.50113], [2.24151, 3.90161, 6.04933], [0.94511, 2.74441, 5.78613], [1.19121, 4.05511, 4.64703], [1.58701, -0.38569, 4.90803], [0.01821, -1.83449, 3.60753], [-0.36729, -1.33259, 1.23363], [3.05451, 2.94471, -4.02877], [2.60501, 1.04881, -3.22017], [2.81071, 0.97291, -1.02837], [0.45021, 0.43611, -3.12497], [3.84231, -0.34679, -4.19797], [-3.77919, -4.56509, -2.57587], [-3.55869, -4.13299, -1.11147], [-4.47089, -4.94539, -0.17847], [-3.87829, -2.65519, -1.00877], [-5.19749, -2.18969, -1.05097], [-5.47619, -0.83219, -1.00797], [-4.46129, 0.09331, -0.90457], [-3.13019, -0.33649, -0.86167], [-1.74479, 0.83181, -0.67887], [-2.50449, 2.11411, -1.74447], [-3.02869, 3.31611, -1.28367], [-3.57489, 4.21571, -2.17847], [-3.62479, 3.92161, -3.53047], [-3.13589, 2.71121, -3.99007], [-2.58779, 1.80811, -3.10037], [-2.08669, 1.44291, 1.00653], [-1.41089, 2.59011, 1.43153], [-1.50719, 3.00991, 2.74283], [-2.28139, 2.29811, 3.64493], [-2.94609, 1.15221, 3.23213], [-2.83289, 0.71211, 1.92763], [-2.86819, -1.71019, -0.93987], [-1.54889, -2.02589, -0.91367], [-1.19169, -3.33239, -0.77887], [0.18861, -3.53169, -0.62687], [0.66361, -4.84249, -0.50807], [-0.22679, -5.88979, -0.47237], [-1.59289, -5.67119, -0.60997], [-2.09729, -4.37739, -0.78507], [1.26791, -2.09329, -0.88887], [2.56251, -2.45719, 0.33833], [3.86561, -1.99849, 0.14453], [4.81861, -2.18409, 1.13113], [4.49291, -2.82809, 2.31493], [3.19731, -3.27869, 2.51653], [2.23631, -3.07269, 1.54603], [1.93011, -2.78469, -2.45187], [3.11481, -3.50299, -2.57257], [3.42511, -4.12099, -3.77047], [2.57831, -4.02749, -4.85977], [1.39431, -3.31769, -4.74197], [1.06481, -2.71909, -3.54367], [-4.79389, -4.33699, -2.89907], [-3.59369, -5.63159, -2.69187], [-3.08439, -4.02619, -3.21727], [-5.51749, -4.78549, -0.42457], [-4.30919, -4.64779, 0.85623], [-4.26669, -6.00919, -0.26877], [-6.01209, -2.89299, -1.13417], [-6.50499, -0.50099, -1.05597], [-4.67909, 1.14991, -0.85357], [-2.96589, 3.56661, -0.23427], [-3.94839, 5.16611, -1.82067], [-4.03569, 4.64141, -4.22387], [-3.16209, 2.47461, -5.04477], [-2.17229, 0.87571, -3.46237], [-0.78399, 3.12491, 0.72903], [-0.95709, 3.88301, 3.06483], [-2.35719, 2.62461, 4.67323], [-3.54739, 0.59001, 3.93663], [-3.32689, -0.20219, 1.62213], [1.72881, -5.01199, -0.44827], [0.13791, -6.90329, -0.37027], [-2.26399, -6.51759, -0.61347], [4.12391, -1.48849, -0.77517], [5.82381, -1.81089, 0.98333], [5.24161, -2.97239, 3.08513], [2.93391, -3.78029, 3.43963], [1.22101, -3.39909, 1.72423], [3.80111, -3.57139, -1.74147], [4.34611, -4.68049, -3.85107], [2.84011, -4.50389, -5.79337], [0.72501, -3.23329, -5.58747], [0.13621, -2.16639, -3.45747], [0.09801, 3.43731, -1.90507], [0.66531, 4.94851, -1.47697], [1.89261, 5.33191, -1.94707], [2.42521, 6.54411, -1.67467], [1.74031, 7.45541, -0.92617], [0.46231, 7.11911, -0.43747], [-0.06169, 5.87521, -0.71087], [2.39151, 4.64321, -2.52177], [3.41051, 6.73751, -2.07227], [2.17621, 8.41861, -0.70737], [-0.09869, 7.83301, 0.14813], [-1.03579, 5.58321, -0.35077]],
  "forces_ev_per_a": [[0.4, 0.3, 0.4], [-0.4, 0.2, -0.4], [0.0, 0.4, 0.2], [-0.2, -0.3, 0.3], [0.4, -0.3, -0.3], [0.4, -0.3, 0.4], [0.1, 0.2, -0.1], [-0.4, -0.3, -0.1], [0.0, 0.0, 0.5], [-0.2, -0.3, 1.4], [0.1, 0.6, -0.4], [-0.1, 0.6, 0.2], [0.1, 0.2, 0.1], [0.1, -0.2, -0.2], [-0.2, -0.2, 0.1], [0.2, 0.0, 0.3], [-0.1, 0.1, 0.0], [0.0, -0.1, -0.2], [0.2, 0.1, 0.2], [-0.1, -0.2, 0.1], [-0.1, 0.1, -0.2], [0.0, -0.1, 0.2], [0.0, -0.1, 0.0], [0.0, 0.0, 0.0], [-0.1, 0.9, -0.1], [0.3, -0.4, 0.3], [1.8, 0.3, -0.5], [-0.3, 0.1, -2.5], [0.0, -0.5, -0.1], [0.0, 0.0, 0.1], [-0.1, -0.2, -0.1], [0.2, 0.1, -0.1], [-0.4, -0.1, 0.0], [0.6, 0.1, 0.0], [-0.4, -0.2, 0.0], [0.7, -0.3, 0.0], [-0.6, -0.5, -0.1], [-1.5, 1.1, 0.3], [-0.3, -0.1, -0.1], [0.0, -0.2, 0.0], [-0.1, 0.1, 0.1], [0.0, 0.0, -0.1], [-0.1, 0.1, -0.1], [0.1, -0.1, 0.2], [0.0, 0.0, 0.1], [-0.2, -0.1, -0.3], [-0.1, 0.1, 0.2], [-0.1, -0.1, 0.1], [0.0, 0.0, 0.3], [0.0, 0.1, -0.2], [-0.3, 0.9, 0.2], [-0.3, -0.3, -0.1], [1.1, -0.3, 0.4], [-0.7, -0.7, -0.1], [-0.3, 0.8, 0.1], [-0.3, -0.5, 0.0], [0.2, 0.5, -0.1], [-0.2, -0.5, 0.0], [1.2, -0.5, -0.2], [0.0, 0.0, 0.2], [0.0, 0.0, -0.1], [0.2, 0.0, 0.1], [0.0, 0.0, 0.1], [0.1, 0.0, 0.2], [0.0, -0.1, -0.2], [0.0, -0.1, -0.1], [-0.3, 0.2, 0.1], [0.2, -0.1, 0.0], [-0.1, 0.0, 0.1], [0.0, -0.2, -0.1], [-0.1, 0.1, 0.2], [-0.1, 0.0, 0.0], [0.0, -0.1, 0.0], [0.0, 0.0, -0.1], [-0.1, 0.0, 0.0], [0.0, 0.0, 0.1], [0.0, -0.1, 0.0], [-0.1, -0.1, 0.0], [-0.1, 0.0, 0.0], [0.0, 0.1, 0.0], [0.0, 0.0, 0.0], [0.0, 0.1, 0.0], [0.0, 0.1, -0.1], [0.0, 0.0, -0.1], [0.0, 0.0, 0.0], [0.1, 0.0, 0.0], [0.1, 0.0, 0.0], [0.0, 0.0, 0.1], [0.0, 0.0, 0.0], [0.0, 0.0, 0.0], [0.1, 0.0, 0.0], [0.0, -0.1, 0.0], [-0.1, 0.0, 0.0], [0.0, 0.1, 0.0], [0.0, 0.0, -0.1], [0.0, 0.0, 0.0], [0.0, 0.0, 0.0], [0.0, -0.1, 0.0], [0.0, 0.0, 0.0], [0.1, 0.0, 0.0], [0.0, 0.0, -0.1], [0.0, 0.0, 0.0], [0.1, 0.0, 0.0], [0.3, 0.6, 0.1], [-0.1, -1.6, -0.9], [0.0, 1.0, 0.6], [-0.2, -0.3, 0.0], [0.3, 0.3, -0.1], [-0.4, -1.0, -0.2], [0.2, 1.6, 0.8], [0.2, -0.5, -0.3], [0.0, -0.1, -0.1], [0.1, 0.0, 0.0], [-0.1, 0.1, 0.1], [0.0, -0.1, 0.0]]
}

=====

{
  "formula": "C6H14NO",
  "method": "ωB97M-V/def2-TZVPD",
  "homo_energy_ev": -2.1337,
  "gap_ev": 5.4814,
  "charge": -1,
  "symbols": ["C", "N", "C", "C", "C", "C", "C", "O", "H", "H", "H", "H", "H", "H", "H", "H", "H", "H", "H", "H", "H", "H"],
  "xyz": [[-0.76920, 1.00910, -2.79972], [-1.49452, -0.07069, -2.01755], [-1.18578, 0.70479, -0.97495], [0.18940, 0.91026, -0.32867], [0.09867, 0.89060, 1.19042], [1.37085, 1.13592, 1.97001], [0.60712, -2.57141, 0.78022], [0.65070, -1.92511, 1.98538], [-0.90551, 0.89612, -3.88577], [-1.00075, 2.08300, -2.59739], [0.30166, 0.79424, -2.73865], [-1.96211, 1.39451, -0.60295], [1.08452, -1.88066, 0.03558], [0.59376, 1.81757, -0.79345], [0.85478, 0.12527, -0.70037], [-0.63949, 1.62814, 1.54209], [-0.27438, -0.12681, 1.40102], [1.77860, 2.12438, 1.76322], [2.11350, 0.38255, 1.70110], [1.23614, 1.08861, 3.04912], [1.02033, -3.60160, 0.68806], [-0.44070, -2.70300, 0.38659]],
  "forces_ev_per_a": [[1.6, -0.6, -1.7], [-0.1, 2.1, 1.5], [0.0, -1.3, -1.0], [0.0, 0.0, -0.7], [-1.0, -0.1, 0.2], [0.6, -0.2, -0.4], [-0.7, 1.4, 0.3], [0.0, -0.8, 0.1], [-0.9, -0.3, 0.3], [0.2, -0.4, 0.0], [0.2, 0.7, 0.2], [-0.3, -0.3, 0.8], [0.2, -0.8, -0.6], [-0.1, 0.5, 0.5], [-0.2, -0.2, 0.2], [-0.1, -0.1, -0.3], [0.3, 0.2, 0.6], [0.1, 0.3, -0.2], [0.0, 0.0, 0.1], [-0.3, -0.2, 0.0], [0.4, 0.1, 0.2], [0.1, 0.0, 0.0]]
}

=====

Energy relative to the best compared isomer or geometry (same formula, charge and spin) / kcal per mole: 87.9 8.5 21.2 109.4